i:
Computed, not measured: a single C2HClN2OS molecule, with wB97M-V/def2-TZVPD.

Summary:
Gap between HOMO and LUMO (eV): 9.4646
E_HOMO (eV): -9.24
SMILES string: Sc1nnoc1Cl
Spin multiplicity: 1

Atoms and positions in Å:
S -2.1878 -0.8408 -0.0370
C -0.7119 0.1285 0.0177
N -0.8659 1.5195 0.0163
N 0.2167 2.1761 0.0981
O 1.2416 1.2312 -0.0917
C 0.6940 0.0008 -0.0499
Cl 1.8383 -1.2304 0.0165
H -1.5276 -2.1241 0.4371

ii:
Computed, not measured: 2 unconnected molecules or ions with the total composition C2HClN2OS, with wB97M-V/def2-TZVPD.

Summary:
Gap between HOMO and LUMO (eV): 9.0240
E_HOMO (eV): -9.18
SMILES string: N#[N+][S-].O=C=CCl
Spin multiplicity: 1

Atoms and positions in Å:
N -2.3970 0.5641 1.5103
N -2.2419 -0.0206 0.5138
S -2.1920 -0.8043 -0.7629
O 1.3789 -0.1957 -2.2361
C 1.2400 0.0609 -1.1143
C 1.2321 0.1830 0.1877
Cl 2.2922 -0.7737 1.1739
H 0.6877 0.9863 0.7277

Stability, descending: ii, i